A:
ORCA calculation (ωB97M-V/def2-TZVPD) on one molecule with the formula C5H7NOS.

HOMO level ... -9.556 eV
Kohn-Sham gap ... 10.263 eV
SMILES string ... O=C1CN2C[C@H]2CS1

The geometry in ORCA input format:
```
! RIJCOSX wB97M-V def2-TZVPD def2/J DEFGRID3
* xyz 0 1
C -0.16 0.42 -1.31
C -0.58 1.27 -0.09
C -0.14 0.79 2.32
C 0.55 -0.23 1.46
C -0.19 -1.34 0.80
H -1.62 1.08 0.22
H -0.53 2.32 -0.40
H -1.26 0.61 2.46
H 0.31 1.24 3.18
H 1.60 -0.42 1.73
H -1.26 -1.14 0.89
H 0.13 -2.27 1.29
N 0.39 1.11 0.97
O -0.01 0.85 -2.43
S 0.19 -1.34 -0.99
*
```

Here are the Löwdin charges for atoms 1 to 5, given in e: -0.635, -0.159, -0.078, -0.382, -0.425

B:
ORCA calculation (ωB97M-V/def2-TZVPD) on C5H7NOS as an isolated structure.

HOMO level (alpha / beta) ... -8.800 / -8.379 eV
Kohn-Sham gap (alpha / beta) ... 8.110 / 6.203 eV

The geometry in ORCA input format:
```
! RIJCOSX wB97M-V def2-TZVPD def2/J DEFGRID3
* xyz 0 1
C -1.43 -2.00 -0.52
C -0.10 -1.63 -0.51
C -2.11 -1.09 0.31
C -0.02 -0.51 0.41
C 0.47 2.14 0.28
N -1.31 -0.14 0.78
O 2.85 0.36 -0.42
S 1.11 0.60 0.98
H -1.73 -2.96 -0.97
H 0.58 -2.24 -0.99
H -3.15 -0.91 0.39
H 1.29 2.88 0.21
H -0.14 2.53 1.03
H -0.04 2.05 -0.72
H 3.73 0.92 -0.24
*
```

Here are the Löwdin charges for atoms 1 to 5, given in e: -0.073, -0.055, -0.147, -0.580, -0.308

Which of them is the most stable, and which is the least stable? A and B, in that order.

A:
ORCA calculation (ωB97M-V/def2-TZVPD) on one molecule with the formula C5H7NOS.

HOMO level ... -8.142 eV
Kohn-Sham gap ... 7.391 eV
SMILES string ... CC(=S)/C=C(/N)C=O

The geometry in ORCA input format:
```
! RIJCOSX wB97M-V def2-TZVPD def2/J DEFGRID3
* xyz 0 1
C 0.18 -2.11 0.73
C -0.79 -1.45 -0.19
C -0.98 0.04 -0.56
C -0.13 1.08 -0.19
C 1.45 1.08 0.05
H 0.59 -1.45 1.55
H 1.18 -2.57 0.17
H -0.35 -3.14 1.06
H -2.00 0.32 -0.79
H 0.37 3.04 -0.25
H -1.31 2.70 -0.53
H 1.83 2.34 0.02
N -0.39 2.39 -0.13
O 2.21 0.12 0.10
S -1.86 -2.39 -1.04
*
```

Here are the Löwdin charges for atoms 1 to 5, given in e: -0.187, -0.786, -0.111, -0.290, -0.147

B:
ORCA calculation (ωB97M-V/def2-TZVPD) on one molecule with the formula C5H7NOS.

HOMO level (alpha / beta) ... -8.602 / -8.601 eV
Kohn-Sham gap (alpha / beta) ... 8.058 / 8.057 eV

The geometry in ORCA input format:
```
! RIJCOSX wB97M-V def2-TZVPD def2/J DEFGRID3
* xyz 0 1
C 1.77 -0.74 0.83
C -0.67 0.74 0.94
C 0.92 1.27 -0.75
C -0.41 -0.49 0.22
C -1.49 -1.04 -0.70
N 0.61 -1.22 0.63
O -1.65 1.44 0.81
S 2.41 0.49 -0.37
H 2.48 -1.10 1.51
H 0.18 0.94 1.63
H 0.54 1.00 -1.77
H 0.71 2.17 -0.26
H -2.42 -0.45 -0.45
H -1.66 -2.05 -0.36
H -1.33 -0.96 -1.91
*
```

Here are the Löwdin charges for atoms 1 to 5, given in e: -0.345, -0.352, -0.388, -0.349, -0.020

Which of them is the most stable, and which is the least stable? A and B, in that order.

A:
ORCA calculation (ωB97M-V/def2-TZVPD) on C17H36As3OS6Sc as an isolated structure.

HOMO level ... -12.873 eV
Kohn-Sham gap ... 5.792 eV

The geometry in ORCA input format:
```
! RIJCOSX wB97M-V def2-TZVPD def2/J DEFGRID3
* xyz 2 1
Sc -0.25 0.13 0.17
C 2.86 3.01 0.74
As 1.31 1.98 1.34
C 2.21 0.91 2.69
C 0.40 3.21 2.59
C -0.47 4.37 2.08
C 0.07 4.93 0.76
C -1.96 4.01 1.94
As -2.94 2.83 0.65
C -1.80 2.58 -0.95
C -2.54 1.06 1.48
C -0.44 5.47 3.16
As 1.15 6.42 3.94
C 2.47 6.56 2.48
C 2.05 4.96 4.93
H 3.24 3.55 1.61
H 2.64 3.71 -0.06
H 3.63 2.31 0.41
H 2.80 1.57 3.34
H 2.88 0.19 2.22
H 1.49 0.37 3.30
H 1.24 3.63 3.16
H -0.16 2.58 3.28
H 0.09 4.16 -0.02
H 1.07 5.33 0.89
H -0.58 5.74 0.40
H -2.50 4.95 1.78
H -2.33 3.64 2.91
H -1.58 3.54 -1.42
H -2.38 2.00 -1.66
H -0.85 2.06 -0.77
H -3.11 0.97 2.40
H -1.48 0.95 1.75
H -2.88 0.26 0.80
H -0.94 5.10 4.06
H -1.05 6.31 2.81
H 2.09 7.17 1.67
H 2.79 5.59 2.09
H 3.33 7.06 2.90
H 1.32 4.38 5.50
H 2.72 5.44 5.65
H 2.65 4.31 4.30
C 0.22 -3.73 1.34
S -0.43 -2.46 2.43
C -2.18 -2.70 2.10
O -0.09 -1.15 1.66
H -0.02 -4.71 1.77
H 1.30 -3.61 1.30
H -0.22 -3.62 0.35
H -2.44 -3.71 2.42
H -2.36 -2.58 1.03
H -2.75 -1.98 2.68
C 2.82 0.30 -2.00
S 1.60 -0.97 -1.52
C 0.54 -1.00 -2.94
C -0.80 -1.05 -2.86
S -1.78 -0.98 -1.42
S -1.65 -1.24 -4.38
C -0.24 -1.27 -5.41
S -0.32 -1.46 -7.02
S 1.27 -1.17 -4.53
H 3.53 0.38 -1.18
H 2.32 1.25 -2.19
H 3.34 -0.04 -2.89
*
```

Here are the Löwdin charges for atoms 1 to 5, given in e: 0.531, -0.244, 1.122, -0.263, -0.293

B:
ORCA calculation (ωB97M-V/def2-TZVPD) on C17H36As3OS6Sc as an isolated structure.

HOMO level ... -12.403 eV
Kohn-Sham gap ... 5.999 eV

The geometry in ORCA input format:
```
! RIJCOSX wB97M-V def2-TZVPD def2/J DEFGRID3
* xyz 2 1
Sc -0.84 -0.65 0.33
C -1.29 -0.43 -3.47
As -0.66 0.73 -2.05
C 0.87 1.55 -2.89
C -2.10 2.04 -2.05
C -2.10 3.24 -1.09
C -3.12 4.23 -1.66
C -2.62 2.85 0.31
As -1.55 1.71 1.49
C -0.28 2.85 2.36
C -2.83 1.36 2.90
C -0.71 3.89 -1.03
As -0.58 5.61 -0.04
C -0.88 6.85 -1.51
C 1.37 5.66 -0.08
H -1.43 0.19 -4.36
H -2.24 -0.89 -3.18
H -0.55 -1.20 -3.68
H 0.50 2.17 -3.70
H 1.50 0.76 -3.29
H 1.44 2.16 -2.19
H -3.02 1.45 -1.93
H -2.10 2.40 -3.09
H -4.09 3.75 -1.79
H -2.80 4.60 -2.63
H -3.27 5.08 -1.00
H -3.58 2.35 0.23
H -2.76 3.75 0.91
H -0.79 3.79 2.61
H 0.58 3.07 1.73
H 0.06 2.37 3.28
H -3.22 2.32 3.23
H -2.34 0.86 3.73
H -3.64 0.74 2.52
H -0.34 4.07 -2.04
H 0.02 3.22 -0.55
H -1.94 6.99 -1.69
H -0.40 6.49 -2.42
H -0.44 7.80 -1.23
H 1.78 4.87 0.55
H 1.71 6.61 0.32
H 1.74 5.55 -1.10
C 2.89 -0.73 2.99
S 1.13 -0.56 3.11
C 0.74 -1.98 4.08
O 0.64 -0.91 1.68
H 3.29 -0.67 4.00
H 3.27 0.10 2.39
H 3.12 -1.69 2.52
H 1.20 -1.83 5.06
H 1.14 -2.87 3.60
H -0.34 -2.03 4.19
C -1.27 -4.63 2.40
S -1.79 -3.07 1.64
C -3.14 -3.52 0.62
C -3.70 -2.58 -0.14
S -3.19 -0.89 -0.21
S -5.04 -3.07 -1.14
C -5.06 -4.75 -0.66
S -6.08 -5.85 -1.23
S -3.79 -5.13 0.51
H -0.63 -4.37 3.24
H -0.74 -5.27 1.71
H -2.16 -5.13 2.80
*
```

Here are the Löwdin charges for atoms 1 to 5, given in e: 0.473, -0.264, 1.058, -0.274, -0.328

Which of them is the most stable, and which is the least stable? B and A, in that order.

A:
ORCA calculation (ωB97M-V/def2-TZVPD) on a 2-piece molecular cluster, C4H10NO4 overall.

HOMO level ... -2.377 eV
Kohn-Sham gap ... 5.180 eV

The geometry in ORCA input format:
```
! RIJCOSX wB97M-V def2-TZVPD def2/J DEFGRID3
* xyz -1 1
N 1.93 -1.94 0.12
C 1.26 -0.58 0.41
C 0.23 -0.15 -0.80
O -1.18 -0.04 -0.40
C -1.67 -1.25 0.28
O -2.65 -1.06 1.21
O -1.20 -2.63 0.08
H 1.36 -2.47 -0.59
H 2.90 -1.78 -0.27
H 2.10 0.26 0.48
H 0.78 -0.63 1.48
H 0.56 0.94 -1.14
H 0.42 -0.85 -1.74
H -1.07 -2.85 -0.89
C -0.72 3.00 0.33
O 0.30 2.85 -0.50
H -1.02 2.13 0.93
H -0.63 3.77 1.12
H -1.69 3.28 -0.12
*
```

Here are the Löwdin charges for atoms 1 to 5, given in e: -0.079, -0.214, -0.188, -0.057, -0.301

B:
ORCA calculation (ωB97M-V/def2-TZVPD) on a 2-piece molecular cluster, C4H10NO4 overall.

HOMO level ... -4.401 eV
Kohn-Sham gap ... 8.146 eV

The geometry in ORCA input format:
```
! RIJCOSX wB97M-V def2-TZVPD def2/J DEFGRID3
* xyz -1 1
C 0.24 -1.95 0.33
O 1.22 -2.82 -0.22
C 0.08 -0.64 -0.45
C -0.76 0.35 0.37
C -0.69 1.82 -0.35
O -0.54 2.76 0.45
O -0.74 1.81 -1.59
N -0.36 -1.01 -1.80
H -0.74 -2.42 0.35
H 0.69 -1.74 1.30
H 1.16 -2.69 -1.18
H 1.10 -0.26 -0.55
H -0.38 0.50 1.38
H -1.81 0.04 0.32
H -1.36 -1.11 -1.89
H -0.05 -0.27 -2.41
H 0.50 2.32 2.56
H 1.11 2.93 1.30
O 1.33 2.38 2.08
*
```

Here are the Löwdin charges for atoms 1 to 5, given in e: -0.256, -0.106, -0.404, -0.071, -0.690

Which of them is the most stable, and which is the least stable? B and A, in that order.